Formula: C2H6O2
Source: OMol25
Level of theory: wB97M-V/def2-TZVPD

Positions of all 10 atoms, in Å:
C (-0.526, 0.175, -0.562)
C (-1.598, -0.453, -0.119)
O (-2.347, -0.017, 0.965)
H (0.020, -0.208, -1.403)
H (-0.191, 1.118, -0.154)
H (-2.077, -1.262, -0.651)
H (-1.996, 0.862, 1.150)
H (2.359, 0.167, -0.277)
H (3.657, -0.256, 0.465)
O (2.699, -0.125, 0.588)

Forces on atoms 1 to 6 (eV/Å):
-0.1655 0.0657 -0.1293
-0.4731 0.5604 0.0408
0.1292 -0.0798 -0.5660
0.1717 -0.0957 -0.3006
0.2050 -0.1019 0.2888
0.1789 -0.3450 0.3567

Its total energy is -6263.993 eV. The net charge is -1. The HOMO-LUMO gap (spin up / spin down) is 2.6 / 9.6 eV. The value obtained for the LUMO energy (spin up / spin down) is 3.8 / 3.9 eV. As for the spin multiplicity: 2. The largest force on an atom comes out at 0.73 eV/Å.